# 1
Formula: C2H8N3
Source: OMol25
Level of theory: the ωB97M-V functional and the def2-TZVPD basis

Each line ends with the natural charge from an NBO analysis.
CARTESIAN COORDINATES (ANGSTROEM)
1 C 0.605 -1.331 -2.246  0.013
2 N 0.864 -0.592 -1.273  -0.687
3 H -0.412 -1.760 -2.219  0.171
4 H 1.392 -1.723 -2.909  0.188
5 H 1.880 -0.429 -1.123  0.364
6 H 0.776 1.463 2.543  0.442
7 N -0.939 -0.398 0.803  -0.639
8 C -0.881 0.747 1.484  0.442
9 N 0.215 1.519 1.724  -0.880
10 H -0.099 -0.963 0.437  0.487
11 H -1.881 -0.405 0.323  0.445
12 H -1.772 1.461 1.383  0.199
13 H 0.252 2.412 1.075  0.455

Atomic forces in eV per Å
-0.103 -1.579 -0.040
1.297 0.482 1.742
0.379 0.347 -0.979
-0.606 0.158 -0.109
-0.742 0.301 -0.657
0.751 -0.110 0.238
-1.045 1.918 1.254
-0.720 1.252 -3.849
0.396 1.176 -1.515
-1.265 1.293 0.352
1.536 -1.106 0.779
0.388 -1.919 0.275
-0.267 -2.213 2.509

Results
Net charge: +1
Energy, eV: -6665.03412
Frontier orbital gap, eV: 9.25
ΔE to the lowest compared entry with this formula, charge and spin, kcal per mole: 82.9
LUMO level, eV: -5.091
HOMO level, Eh: -0.5272

# 2
Formula: C2H8N3
Source: OMol25
Level of theory: the ωB97M-V functional and the def2-TZVPD basis

Each line ends with the natural charge from an NBO analysis.
CARTESIAN COORDINATES (ANGSTROEM)
1 N 1.536 -1.508 -0.528  -0.830
2 C 0.726 -0.632 0.133  -0.257
3 C -0.654 -0.331 -0.304  0.223
4 N -1.305 0.757 -0.062  -0.236
5 N -0.794 1.876 0.521  -0.645
6 H 2.371 -1.663 -0.113  0.394
7 H 1.287 -2.213 -1.184  0.406
8 H 1.079 0.343 0.433  0.208
9 H 0.416 -1.123 1.205  0.229
10 H -1.137 -1.078 -0.816  0.224
11 H -2.242 0.852 -0.426  0.440
12 H 0.188 2.136 0.345  0.418
13 H -1.472 2.583 0.796  0.425

Atomic forces in eV per Å
-0.948 0.396 -2.562
-2.995 0.267 3.686
1.358 0.760 0.609
0.844 -0.143 -0.494
0.423 0.437 0.629
2.979 -0.603 1.424
-0.706 -0.107 -0.210
1.390 0.006 -0.063
0.232 1.158 -1.456
-1.628 -1.472 -1.250
-0.278 -0.089 0.070
-1.088 -0.262 -0.063
0.417 -0.346 -0.318

Results
Net charge: +1
Energy, eV: -6664.98925
Frontier orbital gap, eV: 8.92
ΔE to the lowest compared entry with this formula, charge and spin, kcal per mole: 83.9
LUMO level, eV: -4.420
HOMO level, Eh: -0.4904
Structure (SMILES): NC/C=[NH+]\N

# 3
Formula: C2H8N3
Source: OMol25
Level of theory: the ωB97M-V functional and the def2-TZVPD basis

Each line ends with the natural charge from an NBO analysis.
CARTESIAN COORDINATES (ANGSTROEM)
1 C -0.929 0.490 -0.322  -0.332
2 C 0.289 1.046 0.212  0.156
3 N 1.319 -0.963 -0.197  -0.573
4 N 1.356 0.339 0.063  -0.156
5 N -1.301 -0.857 0.213  -0.879
6 H -1.818 1.146 -0.135  0.252
7 H -0.729 0.537 -1.471  0.269
8 H 0.470 2.034 0.724  0.260
9 H 0.417 -1.441 0.082  0.442
10 H 1.813 -1.346 -0.996  0.415
11 H 2.783 1.235 0.742  0.321
12 H -2.176 -1.255 -0.200  0.417
13 H -1.492 -0.965 1.285  0.409

Atomic forces in eV per Å
-3.604 0.113 -0.878
2.444 0.874 1.265
-0.133 -0.058 0.175
1.934 0.814 1.051
-0.803 -1.107 1.479
1.061 -0.008 -0.320
-0.656 -0.736 1.742
-0.681 -1.065 -0.878
0.496 0.587 -0.233
0.329 0.524 0.158
-2.254 -1.778 -1.093
1.221 0.756 0.048
0.645 1.085 -2.516

Results
Net charge: +1
Energy, eV: -6661.91387
Frontier orbital gap (spin up / spin down), eV: 8.54 / 7.55
ΔE to the lowest compared entry with this formula, charge and spin, kcal per mole: 154.9
LUMO level (spin up / spin down), eV: -5.719 / -6.673
HOMO level (spin up / spin down), Eh: -0.5242 / -0.5225

# 4
Formula: C2H8N3O
Source: OMol25
Level of theory: the ωB97M-V functional and the def2-TZVPD basis

Each line ends with the natural charge from an NBO analysis.
CARTESIAN COORDINATES (ANGSTROEM)
1 C 1.362 -1.187 0.744  0.558
2 N 2.181 -1.250 1.816  -0.779
3 O 0.731 -0.186 0.445  -0.714
4 H 1.436 -2.112 0.156  0.135
5 H 2.655 -2.120 2.005  0.405
6 H 1.974 -0.727 2.655  0.411
7 N -2.095 0.281 -0.324  -0.718
8 C -1.678 0.972 -1.358  0.399
9 N -0.497 1.518 -1.440  -0.693
10 H -1.462 -0.079 0.378  0.448
11 H -3.090 0.148 -0.203  0.432
12 H -2.379 1.192 -2.151  0.224
13 H -0.220 2.003 -2.280  0.434
14 H 0.171 1.378 -0.685  0.457

Atomic forces in eV per Å
1.360 0.058 0.643
-0.467 -0.528 0.347
-0.782 -0.183 -0.094
-0.322 0.238 -0.397
-0.060 -0.066 -0.137
0.145 0.495 -0.281
-0.398 -0.090 -0.198
-0.018 0.653 0.357
0.126 -0.269 -0.015
0.220 0.245 0.044
0.194 -0.294 -0.123
-0.115 -0.091 -0.021
0.007 -0.032 0.106
0.109 -0.135 -0.231

Results
Net charge: +1
Energy, eV: -8716.28765
Frontier orbital gap, eV: 11.19
ΔE to the lowest compared entry with this formula, charge and spin, kcal per mole: 4.3
LUMO level, eV: -3.135
HOMO level, Eh: -0.5264